(1)
Density functional theory data (ωB97M-V with the def2-TZVPD basis set) for a structure of composition C18H6Cl61NNbO2.

Geometry as XYZ:
```
89
Properties=species:S:1:pos:R:3:lowdin_charge:R:1
N 2.699 5.879 3.717 0.096
C 2.251 4.802 3.726 -0.572
O 1.532 3.785 4.045 -0.337
Nb 0.429 2.917 2.520 1.283
C -1.569 3.024 3.666 -0.374
C -2.684 3.876 3.214 -0.890
O -3.395 4.611 3.860 -0.007
Cl -3.066 3.721 1.455 0.516
H 0.032 4.528 1.724 -0.112
H 1.868 2.926 1.398 -0.132
H 0.851 1.201 3.124 -0.132
H -0.471 2.067 1.225 -0.183
H -1.980 2.001 3.718 0.019
H -1.337 3.377 4.680 0.054
C -2.165 -1.467 1.938 -2.004
Cl -0.507 -1.694 1.399 0.509
Cl -2.663 0.187 1.631 0.528
Cl -3.233 -2.600 1.089 0.469
Cl -2.266 -1.784 3.679 0.446
C 2.421 0.113 -1.423 -2.023
Cl 2.423 -1.459 -0.620 0.476
Cl 2.198 -0.099 -3.172 0.484
Cl 1.134 1.130 -0.808 0.456
Cl 3.975 0.907 -1.142 0.526
C -6.923 -3.063 3.715 -2.046
Cl -8.030 -2.482 4.965 0.521
Cl -7.508 -2.561 2.126 0.503
Cl -5.315 -2.402 3.975 0.496
Cl -6.845 -4.831 3.780 0.517
C -0.584 -5.835 1.695 -2.026
Cl -1.573 -5.261 3.029 0.517
Cl -1.262 -5.262 0.174 0.522
Cl 1.059 -5.217 1.856 0.492
Cl -0.543 -7.610 1.696 0.502
C -2.508 -9.220 5.888 -2.060
Cl -2.447 -7.912 7.069 0.521
Cl -1.639 -10.625 6.517 0.517
Cl -4.192 -9.662 5.588 0.519
Cl -1.762 -8.684 4.383 0.487
C -2.642 -2.686 7.657 -2.056
Cl -1.766 -3.323 9.054 0.522
Cl -4.344 -2.471 8.074 0.523
Cl -1.950 -1.141 7.179 0.538
Cl -2.517 -3.833 6.319 0.483
C -6.495 -1.147 -1.536 -2.049
Cl -8.153 -1.491 -1.027 0.507
Cl -5.765 0.014 -0.437 0.504
Cl -5.550 -2.637 -1.512 0.513
Cl -6.511 -0.485 -3.173 0.533
C 2.091 2.659 -6.573 -2.053
Cl 1.735 3.080 -4.903 0.506
Cl 3.488 3.585 -7.135 0.509
Cl 2.461 0.934 -6.707 0.510
Cl 0.697 3.038 -7.590 0.523
C 4.007 -4.860 -2.215 -2.042
Cl 5.292 -5.036 -1.019 0.512
Cl 2.444 -5.010 -1.408 0.503
Cl 4.141 -3.268 -2.950 0.517
Cl 4.152 -6.112 -3.457 0.494
C -0.089 5.524 -2.080 -2.038
Cl -0.108 6.554 -0.654 0.531
Cl 0.842 4.069 -1.746 0.468
Cl -1.745 5.073 -2.506 0.510
Cl 0.643 6.406 -3.431 0.468
C 2.521 9.203 -5.950 -2.052
Cl 1.420 9.456 -4.601 0.522
Cl 1.888 9.980 -7.407 0.523
Cl 4.097 9.889 -5.563 0.520
Cl 2.676 7.464 -6.237 0.484
C 5.605 -7.545 -7.286 -2.064
Cl 4.405 -8.022 -6.083 0.500
Cl 7.155 -8.296 -6.899 0.522
Cl 5.077 -8.076 -8.885 0.521
Cl 5.779 -5.791 -7.270 0.529
C 7.183 6.623 -4.296 -2.063
Cl 8.011 6.719 -5.857 0.511
Cl 5.444 6.630 -4.560 0.499
Cl 7.657 5.138 -3.472 0.529
Cl 7.635 8.017 -3.310 0.521
C 5.353 -2.909 2.720 -2.054
Cl 5.405 -1.479 3.746 0.545
Cl 6.173 -4.253 3.529 0.516
Cl 3.671 -3.350 2.421 0.490
Cl 6.162 -2.574 1.191 0.507
C -6.812 4.883 -0.647 -2.061
Cl -7.073 5.603 0.939 0.532
Cl -5.459 5.685 -1.443 0.516
Cl -6.460 3.166 -0.467 0.486
Cl -8.273 5.079 -1.634 0.503
```

Summary:
**Net charge**: -1
**HOMO energy**: -6.252 eV
**Gap between HOMO and LUMO**: 7.431 eV

(2)
Density functional theory data (ωB97M-V with the def2-TZVPD basis set) for a cluster of 5 separate species, C7H22O5 in total.

Geometry as XYZ:
```
34
Properties=species:S:1:pos:R:3:lowdin_charge:R:1
C -1.048 1.372 2.892 -0.046
C -2.562 1.404 2.872 -0.523
O -3.204 2.320 3.297 0.055
C -3.194 0.166 2.268 -0.057
H -0.886 0.562 3.604 0.074
H -0.551 2.269 3.262 0.074
H -0.710 1.107 1.890 0.067
H -3.273 -0.615 3.025 0.060
H -2.633 -0.209 1.412 0.061
H -4.214 0.358 1.935 0.074
C 3.607 0.381 -4.111 -0.196
O 4.900 0.375 -3.583 -0.121
H 3.639 0.009 -5.136 0.073
H 2.806 -0.130 -3.577 0.061
H 3.271 1.417 -4.089 0.076
H 5.056 -0.453 -3.122 0.072
C 0.533 -1.113 -1.465 -0.208
O -0.488 -0.755 -0.515 -0.170
H 1.581 -1.257 -1.202 0.053
H 0.341 -2.134 -1.795 0.062
H 0.644 -0.428 -2.305 0.052
H -0.261 -1.128 0.340 0.003
C -0.569 2.441 -1.762 -0.207
O -1.705 1.641 -1.692 -0.126
H -0.074 2.239 -2.711 0.068
H -1.032 3.419 -1.891 0.070
H 0.075 2.587 -0.895 0.074
H -1.512 0.722 -1.495 0.034
C 0.568 -2.751 2.615 -0.374
O -0.336 -2.224 1.641 -0.266
H 1.590 -2.475 2.354 0.057
H 0.197 -2.476 3.603 0.040
H 0.548 -3.841 2.628 0.027
H -1.103 -2.797 1.706 0.006
```

Summary:
**2S+1**: 2
**Net charge**: -1
**Expectation value of S²**: 0.7503
**HOMO energy (alpha / beta)**: 0.585 / -6.732 eV
**Gap between HOMO and LUMO (alpha / beta)**: 2.135 / 9.394 eV

(3)
Density functional theory data (ωB97M-V with the def2-TZVPD basis set) for a structure of composition C8H24ClMgO4.

Geometry as XYZ:
```
38
Properties=species:S:1:pos:R:3:lowdin_charge:R:1
Mg 3.975 0.297 -0.255 1.213
Cl 1.666 0.224 0.277 0.098
C 0.020 -3.374 -3.132 -0.085
C 1.047 -2.477 -2.496 -0.359
O 1.079 -2.834 -1.147 -0.098
H 0.420 -4.385 -3.050 0.080
H -0.189 -3.048 -4.151 0.083
H -0.847 -3.431 -2.475 0.083
H 0.655 -1.461 -2.534 0.090
H 1.956 -2.720 -3.046 0.107
H 0.919 -2.023 -0.658 -0.013
C -1.558 0.714 -1.637 -0.085
C -1.914 1.106 -3.036 -0.389
O -1.717 -0.006 -3.695 -0.062
H -2.017 -0.130 -1.122 0.081
H -1.706 1.549 -0.952 0.080
H -0.517 0.394 -1.589 0.021
H -1.256 1.847 -3.489 0.120
H -2.962 1.357 -3.197 0.124
H -1.827 0.094 -4.643 0.109
C -2.229 -1.305 3.180 -0.067
C -1.512 -0.898 1.870 -0.354
O -1.427 0.482 1.831 -0.078
H -1.804 -0.750 4.016 0.076
H -2.012 -2.334 3.464 0.071
H -3.310 -1.190 3.097 0.076
H -1.972 -1.469 1.064 0.106
H -0.472 -1.213 1.952 0.085
H -0.787 0.731 1.160 0.004
C 2.542 3.640 2.204 -0.086
C 2.355 2.623 3.323 -0.307
O 1.133 1.902 3.162 -0.095
H 3.358 4.360 2.266 0.075
H 1.613 4.207 2.134 0.087
H 2.699 3.195 1.222 0.029
H 2.126 3.041 4.304 0.123
H 3.199 1.936 3.388 0.097
H 1.271 1.349 2.390 -0.039
```

Summary:
**Net charge**: +1
**HOMO energy**: -12.188 eV
**Gap between HOMO and LUMO**: 3.567 eV

(4)
Density functional theory data (ωB97M-V with the def2-TZVPD basis set) for a structure of composition C17H28N4O.

Geometry as XYZ:
```
50
Properties=species:S:1:pos:R:3:lowdin_charge:R:1
C 4.508 2.274 1.348 -0.032
H 4.680 2.298 2.355 0.004
H 4.202 1.198 0.935 0.101
C 3.197 3.212 1.108 -0.217
H 3.374 4.438 1.320 0.202
H 2.559 2.955 1.920 0.115
C 2.746 3.134 -0.115 -0.772
N 2.012 1.847 -0.591 0.122
C 2.615 0.711 -1.045 -0.553
O 3.692 0.549 -1.340 0.123
C 1.771 -0.668 -1.069 -0.216
C 1.340 -0.894 0.353 -0.155
H 0.616 0.038 1.053 0.199
C 0.388 -2.268 0.442 -0.038
N -0.839 -1.842 -0.427 -0.011
C -1.898 -1.737 0.273 -0.429
N -3.034 -1.298 -0.504 0.187
C -4.142 -1.191 -0.065 -0.544
C -4.539 -1.481 1.092 0.011
C -3.278 -1.848 2.036 -0.232
N -2.160 -1.840 1.427 0.148
C -3.328 -2.091 3.484 -0.016
H -2.497 -2.323 3.860 -0.018
H -4.052 -2.939 3.709 0.109
H -4.014 -1.082 3.660 0.159
H -5.506 -1.323 1.601 0.111
C -5.341 -0.679 -0.964 0.000
H -6.053 -1.665 -1.275 0.148
H -5.643 0.129 -0.673 -0.054
H -4.876 -0.680 -2.013 0.084
C -0.482 -1.639 -1.833 -0.103
H 0.017 -2.328 -2.246 0.055
C 0.393 -0.392 -1.779 -0.122
H -0.203 0.607 -1.304 0.182
H 0.686 -0.063 -2.753 0.096
H -1.385 -1.601 -2.363 0.108
H 0.816 -2.951 -0.047 0.012
H 0.139 -2.594 1.643 0.182
H 2.203 -1.189 1.067 0.118
H 2.402 -1.469 -1.412 0.147
H 1.098 1.606 0.058 0.173
C 1.705 3.982 -0.296 -0.194
H 1.019 4.049 -1.291 0.147
H 1.845 5.215 -0.195 0.159
H 0.826 3.990 0.323 0.071
C 3.471 3.395 -1.356 -0.073
H 4.314 2.664 -1.352 0.072
H 3.955 4.394 -1.074 0.115
H 3.068 3.454 -2.508 0.171
H 5.487 2.722 0.653 0.150
```

Summary:
**Net charge**: 0
**Relative energy (zero: lowest compared OMol25 entry of this formula, charge and spin)**: 1610.0 kJ/mol
**HOMO energy**: -7.549 eV
**Gap between HOMO and LUMO**: 8.137 eV

(5)
Density functional theory data (ωB97M-V with the def2-TZVPD basis set) for an isolated molecule of C2H4N4.

Geometry as XYZ:
```
10
Properties=species:S:1:pos:R:3:lowdin_charge:R:1
H 1.630 1.262 1.706 0.044
N 0.860 0.770 1.255 0.102
C 0.677 1.235 0.090 -0.300
N -0.351 0.787 -0.796 0.006
N -1.718 0.428 0.032 0.220
C -0.923 -0.427 -0.413 -0.580
N -0.643 -1.725 -0.601 0.183
H 1.275 2.017 -0.388 0.105
H 0.301 -1.950 -0.873 0.108
H -1.107 -2.398 -0.011 0.111
```

Summary:
**Net charge**: 0
**Relative energy (zero: lowest compared OMol25 entry of this formula, charge and spin)**: 299.5 kJ/mol
**HOMO energy**: -9.273 eV
**Gap between HOMO and LUMO**: 10.012 eV

(6)
Density functional theory data (ωB97M-V with the def2-TZVPD basis set) for a structure of composition C13H36CrO19P.

Geometry as XYZ:
```
70
Properties=species:S:1:pos:R:3:lowdin_charge:R:1
Cr 1.475 1.721 -0.123 0.912
P 3.448 2.379 1.031 0.047
O 1.997 2.532 1.556 -0.364
O 3.249 1.008 0.365 -0.358
O 4.671 2.772 1.868 -0.391
O 3.052 2.961 -0.326 -0.406
C -0.440 0.288 0.264 -0.842
O -0.376 1.335 0.829 -0.042
O -0.281 0.544 -0.928 -0.102
O 0.711 -0.108 0.506 -0.140
C 0.078 4.550 0.034 -0.205
C -1.478 4.649 -0.005 -0.240
O -2.062 3.551 0.661 -0.073
O 0.542 3.576 -0.849 -0.096
H 0.373 4.337 1.061 0.127
H 0.576 5.500 -0.158 0.119
H -1.848 4.707 -1.028 0.091
H -1.826 5.600 0.401 0.102
H -1.458 2.805 0.622 0.024
H 0.290 3.814 -1.744 0.116
C 2.655 -0.008 -2.514 -0.143
C 1.701 -0.914 -3.425 -0.208
O 0.679 -1.489 -2.614 -0.090
O 2.086 1.275 -2.164 -0.114
H 3.550 0.255 -3.078 0.118
H 2.816 -0.601 -1.614 0.108
H 2.250 -1.679 -3.973 0.104
H 1.177 -0.213 -4.074 0.096
H 0.331 -0.785 -2.061 0.023
H 2.230 1.801 -2.954 0.112
C -2.932 -2.339 0.629 -0.221
C -3.498 -0.995 1.029 -0.272
O -4.748 -1.164 1.579 -0.059
O -3.018 -3.303 1.706 -0.068
H -1.892 -2.179 0.342 0.109
H -3.397 -2.775 -0.255 0.113
H -3.527 -0.369 0.137 0.121
H -2.903 -0.660 1.879 0.134
H -5.257 -1.645 0.922 0.091
H -3.541 -2.884 2.393 0.063
C -2.497 2.093 -3.696 -0.254
C -3.392 1.940 -2.518 -0.280
O -4.631 2.475 -2.833 -0.060
O -1.166 1.626 -3.433 -0.071
H -2.463 3.148 -3.971 0.105
H -2.883 1.625 -4.602 0.115
H -2.968 2.455 -1.656 0.116
H -3.522 0.883 -2.285 0.128
H -4.474 3.368 -3.148 0.077
H -1.087 1.342 -2.520 0.026
C 1.490 -2.281 4.430 -0.245
C 0.117 -2.126 3.711 -0.216
O 0.229 -2.494 2.385 -0.084
O 1.837 -3.603 4.678 -0.072
H 1.465 -1.815 5.415 0.102
H 2.290 -1.846 3.833 0.128
H -0.389 -1.167 3.827 0.125
H -0.501 -2.953 4.062 0.116
H 0.473 -1.730 1.858 0.056
H 2.779 -3.634 4.860 0.084
C 2.806 -4.349 0.741 -0.251
C 2.321 -3.168 -0.019 -0.283
O 2.737 -2.042 0.695 -0.063
O 1.758 -4.731 1.615 -0.092
H 3.694 -4.094 1.320 0.115
H 2.972 -5.177 0.052 0.105
H 1.231 -3.154 -0.048 0.124
H 2.748 -3.235 -1.019 0.106
H 2.246 -1.270 0.405 0.025
H 1.326 -3.935 1.935 0.025
```

Summary:
**2S+1**: 4
**Net charge**: -2
**Relative energy (zero: lowest compared OMol25 entry of this formula, charge and spin)**: 158.8 kJ/mol
**Expectation value of S²**: 3.8223
**HOMO energy (alpha / beta)**: -1.482 / -1.509 eV
**Gap between HOMO and LUMO (alpha / beta)**: 5.603 / 5.629 eV

no.,E_tot (a.u.)
1,-29023.10879
2,-655.97874
3,-1280.06445
4,-958.29431
5,-297.53025
6,-3332.14673